# 1
{"formula": "C22H36InN", "method": "wB97M-V/def2-TZVPD", "homo_ev": [-13.79, -13.65], "lumo_energy_ev": [-8.0, -7.9], "orbital_gap_ev": [5.75, 5.76], "charge": 2, "elements": ["C", "H", "H", "H", "C", "H", "H", "C", "H", "H", "H", "C", "C", "C", "C", "C", "C", "C", "C", "C", "C", "In", "H", "H", "H", "H", "H", "H", "H", "H", "H", "H", "H", "H", "H", "H", "H", "C", "N", "C", "C", "C", "C", "C", "C", "C", "C", "H", "H", "H", "H", "H", "H", "H", "H", "H", "H", "H", "H", "H"], "coordinates": [[1.457, -2.898, -1.913], [1.986, -3.880, -1.930], [1.287, -2.633, -2.970], [0.488, -3.120, -1.473], [2.347, -1.855, -1.235], [1.967, -0.847, -1.440], [2.290, -1.966, -0.141], [3.819, -1.919, -1.700], [4.404, -1.151, -1.169], [4.272, -2.897, -1.486], [3.894, -1.713, -2.772], [-0.882, 2.308, -0.152], [0.357, 2.301, -0.867], [0.215, 1.467, -2.000], [-1.079, 0.910, -1.995], [-1.776, 1.409, -0.865], [-3.206, 1.163, -0.605], [-1.618, -0.008, -3.013], [1.200, 1.273, -3.091], [1.485, 3.223, -0.623], [-1.231, 3.281, 0.931], [-0.905, 0.147, 1.274], [-2.384, -0.664, -2.602], [-2.057, 0.530, -3.860], [-0.821, -0.644, -3.408], [-3.510, 0.193, -1.020], [-3.460, 1.142, 0.463], [-3.809, 1.950, -1.083], [-0.341, 3.560, 1.519], [-1.622, 4.214, 0.486], [-1.981, 2.904, 1.651], [2.385, 2.862, -1.139], [1.235, 4.220, -1.031], [1.721, 3.332, 0.446], [1.374, 0.213, -3.324], [0.830, 1.738, -4.016], [2.170, 1.720, -2.856], [-2.346, -0.866, 3.765], [-1.613, -2.110, 4.151], [-2.546, -3.272, 4.164], [-0.314, -2.409, 3.375], [0.712, -1.301, 3.481], [1.554, -1.237, 4.604], [2.442, -0.169, 4.760], [2.624, 0.741, 3.720], [1.880, 0.594, 2.528], [0.833, -0.322, 2.495], [-2.663, -0.960, 2.715], [-1.731, 0.019, 3.986], [-3.271, -0.825, 4.356], [-1.292, -1.962, 5.116], [-2.818, -3.518, 3.139], [-2.055, -4.116, 4.656], [-3.434, -2.972, 4.723], [0.058, -3.337, 3.839], [-0.594, -2.650, 2.333], [1.498, -2.045, 5.339], [3.011, -0.055, 5.682], [3.339, 1.565, 3.807], [2.102, 1.184, 1.624]], "forces_ev_per_a": [[0.8, -0.8, -0.7], [-0.3, 0.6, 0.0], [0.0, -0.1, 0.3], [-0.2, 0.4, 0.3], [0.0, -0.1, 0.2], [0.0, 0.0, 0.0], [0.1, -0.1, -0.2], [-0.3, 0.3, 0.4], [-0.1, -0.3, -0.2], [-0.2, 0.2, -0.1], [0.0, -0.1, 0.1], [1.4, -0.6, 0.8], [-1.3, 1.1, 1.4], [-1.5, -1.4, -1.2], [1.6, 0.3, -0.2], [0.2, -0.2, 0.3], [-0.9, 0.0, 0.1], [0.0, -0.5, -0.4], [0.4, 0.0, -0.2], [0.6, 0.0, 0.0], [-0.2, 0.6, 0.2], [1.1, 0.6, -1.6], [0.0, 0.0, -0.1], [0.0, 0.0, 0.1], [-0.1, 0.0, 0.0], [0.0, 0.4, 0.0], [0.0, 0.3, -0.3], [0.0, -0.2, 0.0], [-0.3, -0.1, -0.2], [0.0, -0.3, 0.3], [0.1, 0.2, -0.4], [-0.2, 0.3, 0.2], [0.2, -0.3, 0.2], [-0.1, 0.1, -0.3], [-0.1, 0.2, 0.1], [0.1, -0.1, 0.2], [-0.2, -0.1, -0.1], [-0.4, -0.2, 0.3], [0.5, 0.3, 0.4], [-0.1, -0.2, 0.1], [-0.1, -0.2, 0.0], [-0.1, 0.1, 0.6], [-0.2, -0.2, -0.2], [-0.1, 0.0, 0.0], [-0.1, -0.1, -0.7], [0.1, 0.4, 0.4], [0.0, -0.3, -0.4], [0.2, 0.1, 0.4], [-0.2, -0.3, -0.2], [0.4, 0.1, -0.1], [-0.1, 0.0, -0.2], [0.0, 0.0, 0.1], [-0.1, 0.1, -0.2], [0.1, -0.2, 0.0], [-0.1, 0.3, -0.2], [0.0, 0.2, 0.5], [0.1, 0.4, 0.0], [-0.1, -0.1, -0.3], [-0.2, -0.5, 0.0], [-0.2, 0.1, 0.7]], "lowdin_charge": [-0.120, 0.088, 0.073, 0.053, -0.329, 0.061, 0.087, -0.103, 0.073, 0.080, 0.077, -0.328, -0.181, -0.161, -0.207, -0.289, -0.054, -0.009, 0.000, -0.001, -0.050, 1.208, 0.081, 0.112, 0.086, 0.092, 0.064, 0.125, 0.090, 0.113, 0.076, 0.089, 0.127, 0.087, 0.086, 0.118, 0.085, -0.038, -0.176, 0.025, -0.077, -0.285, -0.016, -0.034, -0.029, -0.094, -0.261, 0.052, 0.104, 0.124, 0.189, 0.119, 0.122, 0.114, 0.149, 0.130, 0.129, 0.127, 0.128, 0.102]}

# 2
{"formula": "C22H36MoN2SSe3Si2", "method": "wB97M-V/def2-TZVPD", "homo_ev": [-19.86, -19.77], "lumo_energy_ev": [-13.4, -13.3], "orbital_gap_ev": [6.43, 6.44], "charge": 4, "elements": ["Mo", "C", "Se", "C", "C", "Se", "C", "H", "H", "H", "H", "H", "H", "H", "H", "H", "H", "C", "Si", "C", "C", "C", "C", "C", "C", "C", "Si", "C", "C", "H", "H", "H", "H", "H", "H", "H", "H", "H", "H", "H", "H", "H", "H", "H", "H", "Se", "N", "C", "C", "C", "C", "C", "C", "N", "H", "H", "H", "H", "C", "S", "C", "H", "H", "H", "H", "H", "H"], "coordinates": [[0.058, 0.148, -1.261], [-0.691, 3.936, -0.316], [-0.200, 2.727, -1.760], [-1.958, 2.800, -2.644], [-3.008, 2.040, -1.874], [-2.344, 0.231, -1.471], [-3.959, -0.475, -0.645], [-1.124, 4.810, -0.801], [0.201, 4.249, 0.216], [-1.411, 3.480, 0.358], [-1.839, 2.417, -3.655], [-2.217, 3.857, -2.713], [-3.926, 1.926, -2.451], [-3.249, 2.511, -0.921], [-4.455, 0.352, -0.142], [-3.707, -1.267, 0.053], [-4.601, -0.864, -1.434], [1.080, -2.473, -0.947], [-0.558, -2.140, -0.035], [-1.944, -3.087, -0.900], [-0.410, -2.810, 1.744], [-0.568, -4.194, 1.709], [-0.502, -4.985, 2.854], [-0.260, -4.404, 4.085], [-0.046, -3.039, 4.152], [-0.132, -2.218, 3.010], [0.146, -0.459, 3.425], [-0.878, 0.834, 2.535], [1.323, 0.160, 4.702], [1.029, -3.547, -1.159], [1.942, -2.298, -0.307], [1.234, -2.012, -1.929], [-1.521, -3.991, -1.349], [-2.442, -2.545, -1.705], [-2.709, -3.420, -0.196], [-0.757, -4.693, 0.765], [-0.643, -6.055, 2.776], [-0.225, -5.003, 4.985], [0.178, -2.594, 5.116], [-0.842, 1.780, 3.080], [-1.923, 0.521, 2.481], [-0.521, 1.008, 1.513], [1.330, -0.481, 5.589], [1.058, 1.168, 5.024], [2.351, 0.175, 4.327], [3.514, -0.195, -1.663], [2.048, 0.559, -0.733], [2.588, 1.529, 0.045], [1.900, 2.354, 0.951], [2.599, 3.319, 1.640], [3.999, 3.489, 1.506], [4.718, 2.680, 0.678], [4.024, 1.696, -0.072], [4.601, 0.875, -0.931], [0.837, 2.215, 1.110], [2.067, 3.968, 2.325], [4.501, 4.260, 2.075], [5.794, 2.756, 0.580], [0.637, 1.092, -4.766], [0.678, -0.324, -3.645], [-0.538, -1.438, -4.385], [1.223, 0.822, -5.644], [1.112, 1.941, -4.277], [-0.383, 1.322, -5.064], [-1.526, -0.985, -4.377], [-0.533, -2.374, -3.828], [-0.220, -1.638, -5.408]], "forces_ev_per_a": [[1.0, -0.7, -0.3], [-0.1, 0.1, 0.2], [-0.2, -0.2, -0.3], [0.1, -0.1, 0.0], [0.1, 0.1, 0.0], [-0.7, 0.5, 0.1], [-0.2, -0.3, 0.1], [0.0, 0.0, 0.0], [0.0, -0.1, -0.1], [0.0, 0.0, 0.0], [0.1, 0.0, 0.0], [0.0, 0.0, 0.0], [0.0, -0.1, 0.0], [0.0, -0.1, 0.0], [0.1, 0.0, 0.0], [0.1, 0.1, 0.0], [0.1, 0.0, -0.1], [-0.1, 0.6, 0.1], [-0.2, -0.7, -0.3], [0.0, 0.2, 0.2], [-0.1, 0.6, 0.0], [-0.1, 0.2, -0.4], [0.1, 0.0, 0.2], [-0.1, -0.2, 0.0], [0.1, 0.4, 0.0], [0.4, 0.4, 0.0], [-0.3, 0.1, -0.1], [0.1, -0.3, 0.2], [-0.4, -0.3, 0.1], [-0.2, 0.0, -0.1], [0.0, 0.0, 0.0], [0.2, -0.2, 0.0], [0.0, 0.0, 0.0], [0.1, -0.1, 0.0], [0.0, 0.0, 0.0], [0.0, -0.1, 0.1], [0.0, 0.0, 0.0], [0.0, 0.0, 0.0], [0.0, -0.1, 0.0], [0.1, 0.0, -0.1], [0.0, -0.1, 0.0], [-0.1, -0.1, 0.1], [0.0, 0.0, -0.1], [0.0, 0.0, -0.1], [0.0, -0.1, -0.1], [-0.9, -0.3, -0.1], [0.5, 0.0, -0.1], [0.1, 0.1, 0.0], [-0.1, 0.1, 0.1], [-0.2, -0.2, -0.1], [0.3, 0.0, -0.1], [0.1, 0.2, 0.2], [-0.4, -0.3, -0.2], [0.8, 0.5, 0.3], [0.2, 0.2, 0.0], [0.0, 0.0, 0.0], [0.0, 0.0, 0.0], [0.0, 0.0, 0.0], [0.1, 0.1, -0.1], [-0.3, 0.2, 0.3], [0.0, -0.1, 0.0], [0.0, -0.1, 0.0], [0.0, 0.0, 0.0], [0.0, 0.0, 0.1], [0.0, 0.0, 0.0], [0.0, 0.0, 0.0], [0.1, 0.0, 0.0]], "lowdin_charge": [0.631, -0.285, 0.996, -0.453, -0.428, 0.924, -0.249, 0.066, 0.029, 0.044, 0.071, 0.105, 0.112, 0.087, 0.062, 0.033, 0.072, -0.226, 0.638, -0.208, -0.271, -0.077, 0.020, 0.004, -0.063, -0.291, 1.004, -0.156, -0.128, 0.087, 0.027, -0.054, 0.063, 0.007, 0.061, 0.108, 0.143, 0.143, 0.112, 0.064, 0.059, -0.029, 0.064, 0.062, 0.068, 1.264, -0.407, -0.352, -0.083, -0.001, -0.003, 0.059, -0.324, -0.191, 0.046, 0.135, 0.139, 0.151, -0.294, 0.735, -0.282, 0.081, 0.035, 0.060, 0.050, 0.053, 0.083]}

# 3
{"formula": "C22H36N8", "method": "wB97M-V/def2-TZVPD", "homo_ev": -8.27, "lumo_energy_ev": 0.5, "orbital_gap_ev": 8.79, "smiles": "N#CCCN1CCCN(CCC#N)CCN(CCC#N)CCCN(CCC#N)CC1", "elements": ["N", "C", "C", "C", "N", "C", "C", "C", "N", "C", "C", "C", "N", "C", "C", "N", "C", "C", "C", "N", "C", "C", "C", "N", "C", "C", "C", "N", "C", "C", "H", "H", "H", "H", "H", "H", "H", "H", "H", "H", "H", "H", "H", "H", "H", "H", "H", "H", "H", "H", "H", "H", "H", "H", "H", "H", "H", "H", "H", "H", "H", "H", "H", "H", "H", "H"], "coordinates": [[4.409, -1.304, -2.354], [3.296, -1.363, -2.621], [1.908, -1.394, -2.973], [0.998, -0.730, -1.893], [0.699, -1.515, -0.728], [0.080, -2.798, -0.994], [-0.860, -3.239, 0.138], [-2.308, -2.785, -0.056], [-2.457, -1.362, -0.304], [-3.755, -1.052, -0.879], [-3.745, -1.233, -2.407], [-2.699, -0.444, -2.997], [-1.853, 0.173, -3.457], [-2.162, -0.550, 0.864], [-1.787, 0.875, 0.448], [-1.004, 1.566, 1.461], [-1.663, 1.710, 2.734], [-2.942, 2.598, 2.762], [-4.086, 1.954, 2.180], [-5.005, 1.433, 1.737], [-0.440, 2.810, 0.952], [0.836, 2.586, 0.138], [2.039, 2.116, 0.976], [2.540, 0.819, 0.537], [3.966, 0.673, 0.784], [4.786, 1.293, -0.362], [6.148, 1.503, 0.044], [7.221, 1.683, 0.397], [1.764, -0.272, 1.112], [1.772, -1.545, 0.251], [1.790, -0.838, -3.906], [1.602, -2.428, -3.146], [1.488, 0.183, -1.551], [0.055, -0.472, -2.381], [0.836, -3.588, -1.149], [-0.505, -2.700, -1.911], [-0.871, -4.330, 0.190], [-0.474, -2.874, 1.089], [-2.899, -3.103, 0.825], [-2.710, -3.314, -0.924], [-4.556, -1.680, -0.454], [-4.002, -0.014, -0.655], [-3.573, -2.279, -2.674], [-4.707, -0.922, -2.823], [-1.296, -0.982, 1.362], [-3.013, -0.548, 1.567], [-1.175, 0.788, -0.449], [-2.687, 1.456, 0.187], [-1.917, 0.715, 3.108], [-0.944, 2.151, 3.430], [-3.184, 2.828, 3.803], [-2.755, 3.536, 2.233], [-1.166, 3.344, 0.317], [-0.199, 3.455, 1.801], [1.080, 3.528, -0.355], [0.644, 1.851, -0.639], [2.847, 2.843, 0.876], [1.762, 2.084, 2.042], [4.211, -0.389, 0.842], [4.258, 1.133, 1.743], [4.358, 2.255, -0.656], [4.772, 0.626, -1.228], [0.733, 0.070, 1.198], [2.132, -0.515, 2.124], [2.752, -1.670, -0.230], [1.619, -2.404, 0.907]], "forces_ev_per_a": [[0.3, 0.0, 0.1], [0.6, -0.1, 0.0], [-1.0, 0.1, 0.0], [-0.1, 0.1, -0.4], [-0.1, -0.1, 0.1], [0.0, -0.2, 0.3], [-0.1, 0.1, -0.3], [0.2, -0.1, 0.1], [-0.1, -0.1, -0.1], [0.0, -0.1, 0.0], [-0.6, -0.4, 0.5], [0.2, 0.1, -0.2], [0.3, 0.4, -0.3], [0.0, 0.2, -0.1], [0.0, -0.2, 0.0], [0.0, 0.1, 0.0], [-0.1, 0.1, 0.2], [0.8, 0.2, 0.3], [-0.5, -0.1, -0.1], [-0.3, -0.2, -0.2], [0.1, 0.0, -0.2], [-0.1, 0.1, 0.4], [-0.1, 0.0, -0.2], [0.2, 0.0, 0.0], [0.0, 0.1, -0.1], [-0.7, -0.2, -0.1], [0.3, 0.1, 0.0], [0.5, 0.1, 0.2], [0.1, -0.4, -0.1], [0.0, 0.2, 0.3], [0.0, -0.1, 0.0], [0.0, 0.1, -0.1], [-0.1, 0.0, -0.2], [0.2, 0.0, 0.0], [-0.1, 0.1, -0.1], [0.0, 0.0, -0.1], [0.0, 0.0, 0.1], [0.1, -0.1, 0.1], [0.0, 0.0, -0.1], [0.0, 0.0, 0.0], [0.0, 0.1, 0.0], [-0.1, 0.0, 0.0], [-0.1, 0.1, 0.0], [0.0, -0.1, 0.0], [0.0, 0.0, 0.1], [0.1, -0.1, 0.0], [0.0, 0.0, 0.0], [0.1, 0.0, -0.1], [0.0, 0.1, 0.1], [-0.1, -0.1, 0.0], [0.0, 0.1, -0.1], [0.0, 0.0, 0.1], [0.0, 0.0, 0.1], [-0.1, 0.0, 0.0], [0.0, 0.0, -0.1], [0.0, 0.0, -0.1], [0.0, 0.0, 0.1], [0.1, 0.0, 0.0], [0.0, 0.0, 0.0], [0.0, -0.1, -0.1], [0.0, -0.1, 0.0], [-0.1, 0.2, 0.1], [0.1, -0.1, 0.1], [0.0, 0.1, 0.0], [0.0, -0.1, 0.2], [0.0, 0.0, 0.0]], "lowdin_charge": [0.164, -0.230, -0.132, -0.187, -0.166, -0.192, -0.154, -0.199, -0.170, -0.189, -0.148, -0.227, 0.164, -0.170, -0.171, -0.185, -0.182, -0.141, -0.255, 0.165, -0.204, -0.137, -0.180, -0.185, -0.194, -0.163, -0.246, 0.143, -0.162, -0.153, 0.129, 0.114, 0.101, 0.072, 0.122, 0.120, 0.113, 0.095, 0.127, 0.114, 0.131, 0.108, 0.115, 0.126, 0.109, 0.115, 0.110, 0.108, 0.119, 0.123, 0.126, 0.119, 0.124, 0.122, 0.113, 0.089, 0.114, 0.123, 0.121, 0.128, 0.119, 0.073, 0.095, 0.127, 0.101, 0.118]}

no.,electronic energy (Ha)
1,-1104.094947
2,-9217.510078
3,-1297.883297